The following is a quantum chemistry calculation of a cluster of 8 separate species, C38H67F15O19 in total, from OMol25.

**Maximum force**: 2.48 eV/Å
**Frontier orbital gap**: 9.79 eV
**HOMO level**: -9.452 eV
**M**: 1112.9 g mol⁻¹

Each line ends with the Löwdin charge.
Atoms and positions in Å:
C 2.4729 4.8110 -2.2760  -0.041
C 3.1988 3.8529 -1.3338  -0.189
O 3.4472 2.6366 -2.0272  0.032
C 4.5128 2.6491 -2.8112  -0.406
O 5.2111 3.5801 -3.0505  0.186
C 4.8642 1.2445 -3.3139  -0.552
F 4.1172 0.2919 -2.7745  0.177
F 4.7726 1.1669 -4.6420  0.169
F 6.1453 1.0220 -2.9830  0.166
H 2.4860 4.5489 -3.3295  0.076
H 2.7465 5.8509 -2.0828  0.085
H 1.4041 4.8694 -2.0367  0.065
H 2.6368 3.7986 -0.4038  0.113
H 4.1146 4.3576 -1.0196  0.104
C -0.9248 -2.6088 -3.8233  -0.046
C -0.3371 -4.0187 -3.9935  -0.203
O 0.7242 -4.2723 -3.0774  0.026
C 0.4085 -4.9282 -1.9464  -0.373
O -0.5809 -5.5650 -1.7819  0.171
C 1.5715 -4.8825 -0.9232  -0.550
F 1.7470 -6.1291 -0.4647  0.167
F 2.6940 -4.4408 -1.4735  0.182
F 1.2428 -4.1024 0.1040  0.168
H -1.5405 -2.3459 -4.6835  0.080
H -0.1595 -1.8376 -3.7345  0.065
H -1.5641 -2.6101 -2.9398  0.075
H 0.1301 -4.2034 -4.9594  0.126
H -1.1931 -4.6845 -3.8842  0.115
C 4.9681 5.9866 1.5846  -0.059
C 5.1199 4.7921 2.4830  -0.207
O 5.3915 5.1022 3.8463  0.043
C 4.4330 5.3143 4.7235  -0.401
O 3.2732 5.3951 4.4578  0.175
C 4.9327 5.4373 6.1658  -0.553
F 4.8119 6.7148 6.5673  0.160
F 4.1751 4.7145 6.9889  0.174
F 6.2036 5.0768 6.2931  0.178
H 3.9738 6.4006 1.4409  0.082
H 5.2656 5.5760 0.6121  0.069
H 5.7614 6.6987 1.8161  0.089
H 6.0177 4.2684 2.1579  0.130
H 4.2865 4.1067 2.3093  0.124
C -4.7408 -5.1140 1.1501  -0.036
C -4.1355 -4.6358 2.4787  -0.199
O -2.9323 -5.2652 2.8821  0.061
C -1.7804 -4.7509 2.4747  -0.376
O -1.5916 -3.8349 1.7333  0.170
C -0.6245 -5.6482 2.9640  -0.536
F -0.5751 -6.6760 2.0988  0.169
F 0.5616 -5.0273 2.9129  0.157
F -0.7949 -6.0900 4.2081  0.176
H -3.9459 -5.0603 0.4019  0.083
H -5.4965 -4.3646 0.9151  0.061
H -5.2061 -6.0968 1.1515  0.077
H -4.9236 -4.8104 3.2077  0.126
H -3.9887 -3.5691 2.3615  0.091
C 2.1165 -1.3234 4.3611  -0.071
C 2.8432 -2.5739 4.7457  -0.204
O 3.7017 -2.8581 3.6402  0.024
C 4.5501 -3.8749 3.6991  -0.395
O 4.6900 -4.5962 4.6324  0.186
C 5.3920 -3.9309 2.4065  -0.554
F 5.9165 -5.1445 2.2866  0.177
F 4.6824 -3.7035 1.2912  0.160
F 6.3413 -3.0027 2.4741  0.179
H 1.5899 -1.5133 3.4220  0.075
H 2.7733 -0.4684 4.1867  0.075
H 1.3976 -1.0087 5.1188  0.086
H 2.0784 -3.3450 4.8546  0.127
H 3.3712 -2.4212 5.6869  0.133
C -3.1385 1.0417 0.4984  -0.105
O -1.8496 0.5739 0.2481  -0.184
C -1.5416 -0.6767 0.8176  -0.205
C -0.1992 -1.1622 0.2861  -0.188
O 0.9603 -0.5748 0.8010  -0.130
C 1.0135 0.8341 0.8042  -0.188
C 2.3082 1.3743 1.4075  -0.188
O 3.5016 1.0355 0.7457  -0.174
C 3.7470 -0.3611 0.5975  -0.081
H -3.4129 1.8594 -0.1757  0.092
H -3.2040 1.5540 1.4717  0.095
H -3.9271 0.2927 0.4051  0.066
H -2.2583 -1.4861 0.6414  0.120
H -1.4254 -0.6192 1.9121  0.136
H -0.2867 -1.0731 -0.8066  0.120
H -0.1792 -2.2285 0.4971  0.096
H 0.1981 1.2669 1.4022  0.126
H 0.7365 1.1733 -0.2052  0.114
H 2.2575 0.9508 2.4163  0.113
H 2.1389 2.4469 1.3277  0.111
H 3.1936 -0.6547 -0.2913  0.087
H 3.4934 -0.9595 1.4779  0.076
H 4.8057 -0.6128 0.4994  0.090
C -5.8524 -2.0303 5.0194  -0.084
O -4.9733 -2.1956 3.9210  -0.206
C -4.6182 -1.0157 3.2512  -0.191
C -5.6606 -0.5469 2.2572  -0.203
O -5.6245 -1.3472 1.1040  -0.149
C -6.4369 -0.9437 0.0461  -0.208
C -6.4851 -1.9301 -1.1004  -0.185
O -5.7256 -1.3767 -2.1667  -0.207
C -5.6526 -2.1996 -3.3282  -0.091
H -6.8409 -1.8055 4.6083  0.084
H -5.5134 -1.2500 5.7054  0.090
H -5.9574 -2.9444 5.6005  0.089
H -3.8325 -1.3300 2.5543  0.109
H -4.2812 -0.2187 3.9169  0.134
H -5.4062 0.4828 1.9745  0.116
H -6.6802 -0.5835 2.6647  0.128
H -6.1889 0.0491 -0.3567  0.132
H -7.4598 -0.8094 0.4402  0.128
H -7.5130 -2.0027 -1.4637  0.127
H -6.0783 -2.8755 -0.7315  0.115
H -5.4198 -3.2226 -3.0261  0.088
H -4.9479 -1.6666 -3.9618  0.088
H -6.6261 -2.1885 -3.8364  0.085
C 0.6988 1.2832 -5.2501  -0.081
O -0.0327 0.6958 -4.1957  -0.172
C -0.0043 1.3279 -2.9460  -0.198
C -0.8279 2.6121 -2.8259  -0.169
O -0.3978 3.6260 -3.7128  -0.161
C -1.2680 4.7045 -3.8403  -0.208
C -1.4897 5.3086 -5.2459  -0.188
O -0.3592 5.9546 -5.8002  -0.181
C 0.6205 5.0376 -6.2600  -0.100
H 0.5524 0.7577 -6.1948  0.092
H 1.7626 1.3896 -5.0287  0.088
H 0.2806 2.2562 -5.5015  0.057
H 1.0113 1.3982 -2.5262  0.117
H -0.4380 0.6124 -2.2379  0.102
H -0.8093 2.9972 -1.7993  0.129
H -1.8586 2.2924 -3.0223  0.131
H -1.1179 5.5155 -3.1167  0.128
H -2.3043 4.4190 -3.5932  0.121
H -2.3633 5.9558 -5.2565  0.125
H -1.7221 4.4942 -5.9471  0.119
H 1.1364 4.6508 -5.3757  0.071
H 1.4260 5.4624 -6.8598  0.089
H 0.1153 4.2773 -6.8616  0.086

Cartesian forces (eV/Å) of the 3 atoms listed first:
C -1.5 0.8 0.7
C 0.1 2.2 -0.6
O -0.1 -0.6 0.8